Entry 1:
21
Properties=species:S:1:pos:R:3:forces:R:3:lowdin_charge:R:1 method="wB97M-V/def2-TZVPD" gap_ev=8.227 homo_energy_ev=-8.445 total_energy_ev=-33998.4022 e_above_lowest_ev=1.261
C 1.0600 0.7783 -1.0448 0.781 -1.619 0.889 -0.044
C 1.1572 0.0629 1.2992 1.292 -0.725 -2.602 -0.046
C -0.2700 1.0378 -0.8989 -1.534 0.661 1.496 -0.101
C -0.1585 0.3880 1.4681 0.152 0.916 -0.172 -0.114
C 1.7598 0.1035 -0.0145 -0.968 1.529 0.824 -0.235
C -0.8979 0.8987 0.3641 0.828 -0.820 0.568 -0.646
C 3.0887 -0.4624 -0.3388 2.396 0.154 3.899 -0.071
C -3.6525 -0.2461 -0.3567 1.873 1.706 0.548 -0.863
F -2.8348 -1.2478 -0.0266 -0.474 -0.488 0.271 -0.004
F -3.5630 -0.1352 -1.6929 0.380 0.376 -0.191 -0.031
P -5.4674 -0.3431 0.0929 0.544 2.166 1.215 0.865
S -2.5170 1.4719 0.5981 -2.315 -1.585 -1.076 0.812
H 1.5993 0.9455 -1.9538 -0.038 0.020 -0.593 0.109
H 1.6794 -0.3006 2.1689 0.443 -0.210 -0.113 0.104
H -0.9468 1.4197 -1.6497 0.434 0.172 -0.410 0.099
H -0.3814 0.3171 2.5375 -1.301 0.277 -0.658 0.113
H 3.3839 -1.2164 0.4694 -0.253 1.177 -0.676 0.104
H 3.1288 -1.0640 -1.1502 -0.562 -1.707 -3.017 0.029
H 3.9999 0.1914 -0.4784 -1.246 -0.032 0.437 0.105
H -5.5835 1.0420 -0.4432 -0.082 -1.176 0.721 -0.048
H -5.7980 -0.8159 -1.1285 -0.349 -0.794 -1.363 -0.138



Entry 2:
21
Properties=species:S:1:pos:R:3:forces:R:3:lowdin_charge:R:1 method="wB97M-V/def2-TZVPD" gap_ev=8.482 homo_energy_ev=-7.807 total_energy_ev=-12348.5891 e_above_lowest_ev=2.719
C -1.2693 -0.4190 1.9276 -0.025 -0.372 0.343 -0.264
C -1.0590 -1.5708 1.0148 -0.055 -0.007 -0.082 -0.068
C 2.0243 0.7637 0.1743 -0.013 -0.028 -0.066 -0.102
N -1.3988 0.7516 1.4830 -0.169 0.639 -0.204 0.074
H -1.3243 -0.6800 2.9946 -0.017 0.265 -0.074 0.115
H -1.5603 1.4764 2.1769 -0.031 -0.238 0.291 0.074
H -1.7662 1.0995 -0.4994 0.013 -0.122 -0.022 0.016
H -1.9190 -2.2338 1.0934 -0.069 -0.152 0.003 0.084
H -0.1849 -2.1392 1.3214 0.132 -0.115 0.041 0.078
H -0.9604 -1.2470 -0.0169 -0.004 0.017 -0.105 0.056
H 1.9615 -0.0893 0.8642 0.070 0.005 -0.030 0.073
H 2.3203 1.6445 0.7442 0.041 -0.061 -0.001 0.082
H 2.7922 0.5705 -0.5702 0.123 -0.001 0.053 0.075
C 0.3252 0.3449 -1.5876 0.104 0.427 0.534 -0.539
N 1.2723 -0.3799 -2.3065 0.354 -0.284 -0.209 0.107
N -0.8591 0.3482 -2.0598 -0.697 -0.577 -0.734 -0.011
N 0.7778 1.0406 -0.4952 -0.296 0.293 0.051 -0.004
O -1.8457 1.1574 -1.4697 0.433 0.309 0.311 -0.101
H 1.7844 -1.0649 -1.7570 -0.187 0.150 -0.206 0.082
H 0.8397 -0.7916 -3.1309 0.113 0.060 0.364 0.094
H 0.0491 1.4182 0.0989 0.179 -0.207 -0.259 0.078



Entry 3:
6
Properties=species:S:1:pos:R:3:forces:R:3:lowdin_charge:R:1 method="wB97M-V/def2-TZVPD" gap_ev=6.723 homo_energy_ev=-9.249 total_energy_ev=-25248.6014 e_above_lowest_ev=0.575
C -0.2522 1.1320 -0.8679 -1.078 1.801 0.301 -0.343
C -0.0270 -0.0655 -0.2565 0.124 -0.804 4.232 -0.450
N -0.5867 2.1403 -1.3058 0.149 0.539 -0.463 0.178
S -0.0376 -0.3312 1.4576 0.728 -0.110 -2.858 0.473
S 0.7721 -2.0478 1.8983 -0.647 0.789 -0.248 0.103
H 0.1314 -0.8278 -0.9258 0.725 -2.214 -0.965 0.039



Entry 4:
37
Properties=species:S:1:pos:R:3:forces:R:3:lowdin_charge:R:1 method="wB97M-V/def2-TZVPD" gap_ev=9.456 homo_energy_ev=-9.369 smiles="CCO[C@H]1OC(=O)c2ccc(Oc3ccc(C(F)(F)F)cc3Cl)cc21" total_energy_ev=-46686.1775 e_above_lowest_ev=2.180
O 0.8131 -4.7354 2.4040 0.630 -0.167 -0.047 0.144
F -1.0648 4.0761 -4.4182 2.249 0.242 -0.876 0.221
F -2.3290 2.2596 -4.8367 1.315 0.801 -0.248 0.095
F -3.0736 4.0136 -3.9298 -1.777 1.456 -0.103 0.153
Cl -4.1030 0.2588 -0.0768 1.163 0.962 -0.364 0.689
O -1.5869 1.1517 1.2345 0.523 0.077 1.520 -0.015
O 1.7714 -3.6927 0.6866 1.302 0.086 -3.011 0.090
O 2.6744 -1.7222 -0.3523 -2.589 -2.284 -0.848 -0.056
C 0.9271 -3.7782 1.6861 -1.719 -1.006 1.786 -0.484
C -1.2313 -0.8274 2.5661 0.027 1.170 -0.688 0.044
C -0.7791 2.6361 -0.4087 2.925 0.908 -0.595 -0.013
C -0.7224 -2.1366 2.7299 -1.145 3.170 1.860 0.015
C -0.6720 2.9277 -1.7729 -4.386 0.190 -1.043 0.031
C -2.9806 1.8665 -2.0695 1.197 0.392 1.847 0.012
C -0.0967 -0.5481 0.4432 1.438 -1.275 -2.670 0.039
C -2.8686 1.3613 -0.7122 1.213 1.239 -2.630 -0.496
C -0.9016 -0.0428 1.3750 -2.722 -0.349 2.813 -0.223
C -1.6816 1.7539 0.0137 -3.992 -3.023 0.256 -0.330
C 0.1092 -2.5861 1.7451 1.188 1.156 -1.776 -0.098
C -1.8529 2.6709 -2.5808 0.667 -1.336 1.699 -0.062
C 0.4531 -1.8022 0.6227 -0.651 -1.145 2.198 -0.068
C -1.9751 3.2937 -3.9792 -2.939 -3.134 1.801 -0.643
C 1.4963 -2.5514 -0.1874 -0.079 1.685 1.895 -0.168
C 3.4667 -0.3351 1.4603 -1.286 -1.631 1.086 -0.060
C 3.5316 -1.6454 0.7571 2.618 -0.709 -0.172 -0.263
H -1.8855 -0.3082 3.3350 0.927 -0.917 -1.042 0.138
H -0.0689 2.9508 0.3787 -0.044 -0.206 -0.875 0.150
H -0.8654 -2.4724 3.7766 0.121 -0.855 -1.201 0.139
H -0.0017 3.5607 -2.2924 1.137 0.495 0.304 0.100
H -3.9556 1.6462 -2.5605 1.218 0.416 -0.126 0.124
H 0.0422 -0.1507 -0.5477 0.156 0.868 0.011 0.142
H 0.9696 -2.8243 -1.1171 1.361 -0.336 -0.109 0.182
H 2.6813 -0.3916 2.1549 -1.607 0.581 0.887 0.058
H 3.3392 0.4292 0.7659 -0.175 1.441 -1.042 0.070
H 4.2972 -0.1988 2.0818 1.675 0.295 0.557 0.069
H 4.4694 -1.5099 0.2374 0.745 -0.781 -0.176 0.113
H 3.6544 -2.5970 1.3878 -0.681 1.525 -0.877 0.163



Entry 5:
11
Properties=species:S:1:pos:R:3:forces:R:3:lowdin_charge:R:1 method="wB97M-V/def2-TZVPD" gap_ev=10.382 homo_energy_ev=-9.520 total_energy_ev=-9236.7858 e_above_lowest_ev=3.702
N 2.3406 0.1517 0.0101 -0.211 0.032 -0.117 0.178
C 1.0910 0.1414 -0.0705 0.152 -0.052 -0.152 -0.384
C 0.1211 -0.9914 -0.0399 0.238 0.026 -0.345 -0.161
N -0.8048 -0.6713 1.0908 -0.551 1.296 -0.207 0.158
C -1.2425 -0.5124 -0.2944 -0.177 -0.049 -0.889 -0.235
C -0.9857 0.8155 0.1342 -0.094 -0.304 0.631 -0.103
O 0.2981 1.2807 -0.0158 0.165 -0.012 -0.239 0.025
H 2.6657 1.1151 0.1218 0.061 -0.171 -0.136 0.072
H 0.3686 -1.9871 -0.3930 0.144 -0.031 0.880 0.152
H -2.1422 -0.9802 -0.6573 0.155 -0.114 -0.474 0.140
H -1.7101 1.6381 0.1140 0.120 -0.621 1.049 0.160



Entry 6:
46
Properties=species:S:1:pos:R:3:forces:R:3:mulliken_spin:R:1 method="wB97M-V/def2-TZVPD" s2=8.755 gap_ev="7.110 / 7.266" homo_energy_ev="-4.922 / -5.118" multiplicity=6 total_energy_ev=-240314.1759 charge=-1
Mn -1.3304 -0.4457 0.4987 1.018 0.509 -0.736 4.721
Br 1.2887 -4.5516 -0.7125 0.045 -0.055 -0.021 0.001
C 1.9200 -3.0039 0.1662 0.550 -0.054 0.088 0.025
C 3.3027 -2.8573 0.4069 -0.434 -0.251 -0.247 -0.003
C 3.7922 -1.7155 0.9549 0.236 0.239 0.093 0.009
Br 5.6763 -1.5440 1.1833 -0.036 0.007 -0.009 0.001
C 2.9347 -0.6584 1.3419 -0.291 -0.100 -0.108 -0.014
C 3.3473 0.5819 1.8706 0.299 -0.307 -0.072 0.009
C 2.4114 1.4866 2.2437 -0.376 0.471 0.253 -0.003
C 1.0440 1.1760 2.0960 0.062 0.970 0.480 0.016
N 0.6261 0.0706 1.5703 0.008 -0.764 -0.510 0.086
C 1.5431 -0.8426 1.1634 0.380 -0.521 -0.150 -0.053
C 1.0005 -2.0249 0.4994 0.188 0.509 0.199 -0.025
O -0.2476 -2.0723 0.2501 0.134 -1.047 -0.054 0.048
H 3.9797 -3.6526 0.1260 -0.043 -0.008 -0.051 -0.001
H 4.4027 0.8005 1.9691 -0.012 -0.051 0.017 0.001
H 2.7018 2.4436 2.6592 -0.074 -0.024 -0.038 -0.001
H 0.2718 1.8663 2.4229 0.094 0.080 -0.079 0.000
Cl -8.1015 2.0992 0.5218 0.134 0.005 0.077 0.000
C -6.4051 1.7410 0.7900 -0.298 0.243 0.020 0.005
C -5.5361 2.7898 1.1501 -0.486 0.066 -0.069 0.003
C -4.2118 2.5467 1.2948 0.303 -0.133 -0.012 0.009
Cl -3.1398 3.8402 1.7129 0.030 -0.070 0.005 0.000
C -3.6442 1.2379 1.0827 -1.110 0.015 -0.057 0.011
O -2.4161 1.0537 1.1312 0.684 0.737 0.850 0.041
C -4.5816 0.1837 0.8233 -0.072 0.061 -0.049 -0.006
C -4.1592 -1.1947 0.7295 -2.187 1.000 -0.175 0.031
O -3.0367 -1.6094 0.8222 1.765 -1.167 0.179 0.025
C -5.9453 0.4713 0.6512 -0.215 -0.321 -0.036 -0.004
H -5.9213 3.7908 1.3111 0.003 -0.110 -0.077 0.000
H -4.9528 -1.9451 0.5661 -0.260 0.156 0.009 0.005
H -6.6326 -0.3347 0.4018 0.091 0.110 0.044 0.000
I 5.3069 -2.0185 -3.5415 -0.018 0.010 0.024 0.000
C 3.6174 -0.9161 -2.9729 0.042 0.034 0.027 0.001
C 2.3655 -1.5014 -3.0684 -0.175 0.057 0.040 -0.001
C 1.2531 -0.7792 -2.6456 0.171 -0.100 0.005 0.002
C 1.3902 0.5117 -2.1511 -0.073 -0.109 0.017 0.004
C 2.6529 1.0864 -2.0860 0.211 0.021 -0.060 -0.001
C 3.7797 0.3752 -2.4880 -0.126 0.010 0.070 0.000
C 0.1797 1.2763 -1.6393 0.061 0.680 0.192 0.013
O 0.2438 2.5103 -1.6161 -0.042 -0.619 0.006 0.013
O -0.7977 0.5492 -1.2499 -0.108 -0.093 -0.123 0.031
H 2.2493 -2.5114 -3.4430 0.034 0.052 0.034 0.000
H 0.2670 -1.2237 -2.6739 0.007 -0.029 0.034 0.001
H 2.7432 2.0996 -1.7082 -0.035 -0.081 -0.033 0.000
H 4.7681 0.8142 -2.4149 -0.077 -0.029 0.001 0.000